(1)
14
Properties=species:S:1:pos:R:3:forces:R:3:nbo_charge:R:1 method="wB97M-V/def2-TZVPD" homo_lumo_gap_ev=11.46 total_energy_ha=-286.86188 smiles="C=C[C@H]1[NH2+][C@@H]1O" e_above_lowest_ev=2.1935 e_homo_ev=-14.8 total_charge=+1 lumo_ev=-3.32
C 2.427 -0.442 0.273 2.15 -1.74 0.82 -0.287
C 1.447 0.003 -0.431 -4.18 0.05 1.07 -0.245
C 0.007 -0.062 0.250 0.35 -2.68 -0.92 -0.088
C -1.343 -0.128 -0.528 0.68 -0.54 0.99 0.246
N -0.864 1.099 0.230 -1.25 0.75 2.37 -0.571
O -2.342 -0.783 0.218 4.91 1.00 0.76 -0.657
H 3.453 -0.604 -0.060 -0.35 0.44 -0.23 0.238
H 2.204 -0.954 1.183 0.07 0.27 0.94 0.204
H 1.486 0.197 -1.459 0.07 0.83 -1.28 0.228
H -0.121 -0.661 1.225 0.63 1.10 -1.62 0.267
H -1.430 -0.008 -1.648 0.09 -0.15 1.51 0.246
H -1.353 1.240 1.177 0.70 0.18 -2.00 0.467
H -0.450 1.911 -0.197 -0.27 0.55 -0.29 0.451
H -3.122 -0.811 -0.232 -3.60 -0.07 -2.11 0.500


(2)
14
Properties=species:S:1:pos:R:3:forces:R:3:lowdin_spin:R:1 method="wB97M-V/def2-TZVPD" homo_lumo_gap_ev="4.69 / 4.73" total_energy_ha=-286.62384 e_above_lowest_ev=4.2854 spin_multiplicity=3 e_homo_ev="-8.4 / -14.0" total_charge=+1 lumo_ev="-3.70 / -9.27"
C 0.400 -1.097 -0.832 -4.90 -0.26 -1.26 0.325
C 1.445 -0.491 -0.353 5.25 2.94 3.24 0.272
C -0.563 -0.230 0.088 0.97 -2.79 -0.09 0.222
C 0.745 0.564 0.499 2.99 -0.30 -0.95 0.231
N -1.680 0.554 -0.520 -2.78 -4.20 1.11 0.049
O 1.032 0.522 1.892 -0.50 0.91 -1.13 0.663
H 0.449 -1.986 -1.440 -1.10 -0.23 0.18 0.030
H 2.519 -0.708 -0.529 -0.81 0.70 0.10 0.030
H -0.724 -0.721 1.099 -1.55 0.60 -1.42 0.021
H 0.698 1.661 0.225 -0.37 -0.45 0.52 0.071
H -1.522 1.101 -1.299 1.55 1.58 -2.33 0.012
H -2.191 1.109 0.139 -0.46 0.61 0.98 0.015
H -2.415 -0.171 -0.926 1.62 1.33 1.04 0.016
H 1.808 -0.106 1.957 0.09 -0.45 0.02 0.045